Entry 1:
ORCA calculation (wB97M-V/def2-TZVPD) on C30H36EuN10P as an isolated structure in a non-equilibrium geometry.

```
! wB97M-V def2-TZVPD RIJCOSX def2/J DEFGRID3
* xyz 1 8
Eu -0.36629 -0.01863 0.03927
C 0.79566 -5.00715 -2.44155
N 0.58850 -3.56949 -2.46588
C 0.10132 -2.85085 -3.51292
C 0.08652 -1.54647 -3.10464
N 0.54457 -1.45614 -1.82527
C 0.83400 -2.69719 -1.44731
P 1.85352 -3.18397 -0.00992
C 2.77409 -1.61153 0.09877
N 2.26611 -0.38766 0.17748
C 3.34288 0.45241 0.15928
C 4.50254 -0.26474 0.06792
N 4.13155 -1.57372 0.03057
C 5.03710 -2.70646 -0.06245
C 0.76350 -2.88551 1.43128
N 0.16862 -1.74586 1.76697
C -0.31840 -1.93166 3.03206
C -0.01606 -3.19265 3.46207
N 0.67152 -3.78703 2.44569
C 1.16454 -5.15527 2.45227
H 0.26831 -5.45730 -3.27776
H 1.85593 -5.24593 -2.52598
H 0.40885 -5.43185 -1.51782
H -0.18310 -3.30525 -4.44665
H -0.24070 -0.67856 -3.65284
H 3.24739 1.52413 0.19648
H 5.52932 0.05658 0.03385
H 6.05936 -2.34351 -0.01071
H 4.87085 -3.39908 0.76054
H 4.90347 -3.23857 -1.00316
H -0.85538 -1.15584 3.55079
H -0.22573 -3.69372 4.39182
H 0.73484 -5.67645 3.30289
H 0.86819 -5.67289 1.54237
H 2.25040 -5.18450 2.53177
C 0.75671 2.61598 1.11627
C 0.85582 2.84298 -0.40705
C -0.31813 3.69586 -0.83452
C -0.14019 5.04822 -1.07234
C -1.23182 5.87119 -1.30991
C -2.50697 5.34783 -1.21151
C -2.72786 3.99469 -0.96040
C -4.14331 3.54766 -0.65510
C -4.64400 4.20538 0.63810
C -1.61140 3.14425 -0.87497
N -1.70907 1.72900 -0.84837
C -2.57871 1.19454 -1.66164
C -2.82431 -0.19433 -1.77403
C -3.76552 -0.81218 -2.61840
C -3.65574 -2.17606 -2.39802
C -2.64513 -2.32852 -1.44082
N -2.13988 -1.15452 -1.04270
H 1.63136 2.11339 1.52993
H -0.14800 2.05824 1.38998
H 0.67405 3.58758 1.60181
H 0.88646 1.89824 -0.97219
H 1.77870 3.38040 -0.62494
H 0.86143 5.46239 -1.06554
H -1.08872 6.91927 -1.53702
H -3.36383 6.00335 -1.31953
H -4.20082 2.46796 -0.54121
H -4.80753 3.82983 -1.47542
H -3.93540 4.04513 1.45245
H -5.60833 3.78591 0.92995
H -4.76402 5.28139 0.51689
H -3.15443 1.83341 -2.33337
H -4.43640 -0.30032 -3.29242
H -4.22228 -2.96325 -2.87066
H -2.27816 -3.25826 -1.01860
N -3.07173 -1.18845 1.65436
C -4.39042 -1.00196 1.81196
C -4.58316 0.35060 1.97483
C -3.29880 0.89857 1.88781
N -2.37792 -0.03816 1.68379
H -2.61286 -2.06287 1.48042
H -5.08759 -1.82243 1.78644
H -5.51383 0.86928 2.12578
H -3.01676 1.93503 1.97963
*
```

Output
LUMO (alpha / beta) (Ha): -0.0777 / -0.0777
Kohn-Sham gap (alpha / beta) (eV): 6.5 / 7.4
Calculated total energy (eV): -75210.158

***

Entry 2:
ORCA calculation (wB97M-V/def2-TZVPD) on C30H36GeN5O10SW as an isolated structure in a non-equilibrium geometry.

```
! wB97M-V def2-TZVPD RIJCOSX def2/J DEFGRID3
* xyz -1 3
W -0.80778 0.89806 -0.92371
N -2.86329 1.64446 -0.33356
C -3.97225 0.69690 -0.30273
C -3.44558 -0.61675 -0.84696
O -4.11538 -1.61651 -0.95240
O -2.20803 -0.49770 -1.22349
H -2.76199 2.18375 0.51401
H -2.93863 2.29539 -1.10561
H -4.83269 1.00838 -0.88944
H -4.32205 0.50180 0.70960
O 5.11081 -2.64221 1.59777
C 5.15485 -1.70702 0.77032
O 6.05699 -1.32719 -0.00005
C 3.79057 -0.99981 0.54846
C 2.69845 -1.28513 1.33775
C 1.46782 -0.71493 1.06729
N 1.25501 0.12061 0.04762
C 2.33010 0.43078 -0.67990
C 3.59008 -0.07741 -0.47521
C 2.04400 1.35028 -1.81246
O 2.85968 1.78886 -2.55877
O 0.75766 1.59506 -1.92057
H 2.82781 -1.98335 2.15812
H 0.62943 -0.96413 1.69351
H 4.41291 0.20982 -1.11572
C 0.04175 -3.44465 1.86680
C 0.90311 -3.97635 0.73114
N 0.18656 -4.88879 -0.16641
C -0.26554 -6.17260 0.37283
C -1.77164 -6.22716 0.58528
C 0.06571 -4.70483 -1.50204
O -0.34706 -5.56753 -2.26780
C 0.41511 -3.35731 -2.06124
C 1.21462 -3.26389 -3.18454
C 1.40670 -2.02548 -3.76217
C 0.79477 -0.92143 -3.19079
N 0.03480 -1.01025 -2.10785
C -0.16720 -2.20579 -1.57023
H 0.62669 -2.76696 2.49664
H -0.32494 -4.25009 2.50533
H -0.82432 -2.90094 1.48091
H 1.77885 -4.49692 1.12970
H 1.29062 -3.14799 0.14532
H 0.27195 -6.33590 1.30816
H 0.03165 -6.95266 -0.32678
H -2.10941 -5.43303 1.25190
H -2.05714 -7.18833 1.02036
H -2.28752 -6.11589 -0.36833
H 1.66908 -4.15595 -3.59721
H 2.02664 -1.89847 -4.63891
H 0.90020 0.06152 -3.62517
H -0.82177 -2.23387 -0.71292
C -1.55870 0.41706 4.22791
Ge -0.71916 1.36340 2.71132
C 1.15523 1.49776 3.23738
C -1.57686 3.13278 2.70602
C -1.26576 0.30738 1.12884
H -1.34533 0.95959 5.15437
H -1.16754 -0.59918 4.33489
H -2.64472 0.35309 4.11080
H 1.21795 2.30738 3.97093
H 1.82797 1.73195 2.41640
H 1.47579 0.57488 3.72573
H -2.33691 3.16338 3.49068
H -2.04447 3.36839 1.75172
H -0.83931 3.91214 2.90095
H -2.33853 0.30755 1.25220
H -0.98796 -0.73581 1.26683
O 0.77581 3.25644 0.67413
C 0.05020 3.65707 -0.20186
N -1.03254 2.95003 -0.68153
S -1.53118 3.34790 -2.28713
O -1.73853 1.75551 -2.52910
O -2.89485 3.88624 -2.36785
C -0.58943 5.03431 -2.03089
C -0.58819 6.13957 -2.85488
C 0.27411 7.17741 -2.51882
C 1.11175 7.08849 -1.40609
C 1.09584 5.96084 -0.60021
C 0.22521 4.93119 -0.93130
H -1.23306 6.20170 -3.72317
H 0.30267 8.06829 -3.13513
H 1.78063 7.90747 -1.17514
H 1.73904 5.86537 0.26616
*
```

Output
LUMO (alpha / beta) (Ha): 0.0686 / 0.0456
Kohn-Sham gap (alpha / beta) (eV): 7.4 / 7.1
Calculated total energy (eV): -128799.693

***

Entry 3:
ORCA calculation (wB97M-V/def2-TZVPD) on C30H36IN5NiO3S as an isolated structure in a non-equilibrium geometry.

```
! wB97M-V def2-TZVPD RIJCOSX def2/J DEFGRID3
* xyz 2 3
Ni -12.47882 -2.15321 12.46461
C -10.95762 -1.45493 9.42015
O -11.01855 -2.14637 10.68008
C -9.84723 -2.81860 11.04474
C -8.78790 -3.04855 10.18205
C -7.64854 -3.67557 10.63790
C -7.58558 -4.13589 11.94868
C -8.65062 -3.95971 12.79399
C -9.76809 -3.28425 12.33318
N -10.88128 -3.07292 13.15694
N -10.81066 -3.60450 14.32569
C -11.79872 -3.56078 15.20408
C -13.07780 -2.89991 15.12785
O -13.51580 -2.25201 14.09854
C -13.94462 -2.95762 16.21906
C -13.63814 -3.65077 17.35058
C -12.43565 -4.36777 17.44042
C -12.11360 -5.11044 18.59098
C -10.95494 -5.84295 18.69186
C -10.04960 -5.86648 17.59675
C -10.31679 -5.12118 16.48320
C -11.49719 -4.36260 16.38789
H -10.07969 -0.80569 9.34404
H -11.83738 -0.81687 9.36028
H -10.98096 -2.16136 8.60639
H -8.85145 -2.69371 9.16659
H -6.80354 -3.79674 9.99844
H -6.67503 -4.60094 12.29176
H -8.58804 -4.30232 13.81397
H -14.85291 -2.37316 16.11041
H -14.31754 -3.67849 18.17418
H -12.82963 -5.08876 19.39405
H -10.77335 -6.42347 19.59497
H -9.16691 -6.44304 17.66055
H -9.61398 -5.16181 15.66739
N -16.20596 -0.25276 9.16025
C -14.80156 0.30169 9.02422
C -14.01695 0.11147 10.33448
N -14.04571 -1.26864 10.81736
C -15.42036 -1.70838 11.00276
C -16.23401 -1.65843 9.69678
H -16.69063 -0.20270 8.26340
H -16.74503 0.36046 9.77346
H -14.84169 1.36584 8.77481
H -14.32371 -0.24252 8.19682
H -14.48167 0.73581 11.12478
H -12.99012 0.43964 10.21474
H -13.55736 -1.91772 10.20145
H -15.87443 -1.11574 11.79473
H -15.39932 -2.72880 11.38742
H -17.25731 -1.95064 9.88840
H -15.79593 -2.32045 8.93951
O -13.42093 -3.78930 11.50924
S -13.59631 -5.29932 11.52098
C -15.32126 -5.60072 11.91753
C -15.38861 -6.46043 13.17185
C -14.23790 -6.01301 14.05380
C -13.04259 -5.92464 13.12007
H -15.81101 -6.06702 11.06076
H -15.75216 -4.61358 12.07635
H -15.33058 -7.50466 12.92580
H -16.33638 -6.32392 13.70485
H -14.03902 -6.68912 14.87190
H -14.40062 -5.03590 14.49635
H -12.67977 -6.94177 12.91343
H -12.19156 -5.35337 13.49685
I -9.19741 2.67258 11.22527
C -10.74504 1.83870 12.25040
C -11.56759 2.58858 13.09967
C -12.59872 1.91833 13.74809
C -12.75961 0.54712 13.56620
N -11.91804 -0.17509 12.81457
C -10.93458 0.47808 12.18091
H -11.41837 3.66055 13.19051
H -13.25845 2.46726 14.42229
H -13.52757 -0.01335 14.07790
H -10.25048 -0.14218 11.63615
*
```

Output
LUMO (alpha / beta) (Ha): -0.1914 / -0.1916
Kohn-Sham gap (alpha / beta) (eV): 6.6 / 6.6
Calculated total energy (eV): -105252.631

***

Entry 4:
ORCA calculation (wB97M-V/def2-TZVPD) on C30H36IrN2O4Te as an isolated structure.

```
! wB97M-V def2-TZVPD RIJCOSX def2/J DEFGRID3
* xyz 0 6
Ir -1.70342 0.98660 -0.49045
O -3.51198 1.81446 -1.16041
C -3.52626 2.79605 -2.03236
C -4.55310 3.76233 -1.95024
C -4.62323 4.81846 -2.82883
C -3.68852 4.96158 -3.86026
C -2.70947 4.00543 -3.99173
C -2.60441 2.92393 -3.10330
C -1.61945 1.91066 -3.39689
N -1.37902 0.91157 -2.63091
N -0.55832 -0.07121 -3.16332
C -0.35003 -1.01731 -2.30393
O -0.77108 -1.03757 -1.06547
C 0.47916 -2.16799 -2.78072
C 0.77300 -3.21217 -1.91528
C 1.59276 -4.25918 -2.31547
C 2.11105 -4.27555 -3.60019
C 1.79835 -3.24665 -4.48276
C 0.98964 -2.19876 -4.07797
H -5.29550 3.63556 -1.17351
H -5.42379 5.54156 -2.72728
H -3.75029 5.79036 -4.55132
H -1.99841 4.06597 -4.80812
H -1.09976 1.94618 -4.35510
H 0.33531 -3.20882 -0.93243
H 1.82482 -5.05654 -1.62043
H 2.75121 -5.08817 -3.91885
H 2.18974 -3.26333 -5.49172
H 0.74899 -1.38762 -4.75121
C 4.61823 -5.68464 2.47006
C 3.84385 -4.49416 1.97344
C 4.48995 -3.40960 1.39293
C 3.79432 -2.29254 0.95321
C 4.55439 -1.16659 0.29932
C 2.39710 -2.26208 1.10690
Te 1.38291 -0.48824 0.54178
C 1.71767 -3.35696 1.66575
C 0.21815 -3.43674 1.81546
C 2.46226 -4.45344 2.08704
H 5.67013 -5.61473 2.19792
H 4.21964 -6.61258 2.05834
H 4.55626 -5.75749 3.55727
H 5.56687 -3.43807 1.26938
H 5.60415 -1.43103 0.18514
H 4.50390 -0.24760 0.88734
H 4.15246 -0.94435 -0.69106
H -0.30722 -2.60870 1.34042
H -0.06589 -3.44877 2.86862
H -0.15154 -4.36119 1.36812
H 1.93990 -5.30460 2.51258
C -2.09179 1.59500 2.90869
C -0.74302 0.91125 2.70391
C 0.36469 1.75026 3.33443
C -0.79197 -0.46786 3.35582
O -0.48809 0.80350 1.31127
H -2.40198 1.53180 3.95294
H -2.85439 1.11831 2.28805
H -2.02888 2.64831 2.64114
H 0.17011 1.92762 4.39377
H 0.43819 2.70973 2.82003
H 1.32929 1.24417 3.24500
H -0.99242 -0.38176 4.42531
H 0.16092 -0.98540 3.23472
H -1.57434 -1.07462 2.89694
C -0.94752 5.41607 1.14533
C -1.77393 4.23339 0.70065
C -3.22735 4.22900 1.05505
O -1.23371 3.35704 0.05508
H -1.53484 6.16101 1.67885
H -0.48493 5.86971 0.26925
H -0.14252 5.05743 1.78811
H -3.69254 5.07292 0.53926
H -3.34429 4.40337 2.12627
H -3.71013 3.30395 0.75058
*
```

Output
LUMO (alpha / beta) (Ha): 0.0165 / -0.0642
Kohn-Sham gap (alpha / beta) (eV): 7.2 / 5.7
Calculated total energy (eV): -52992.111

***

Entry 5:
ORCA calculation (wB97M-V/def2-TZVPD) on an isolated ion of composition C30H36N3O4S and charge +1 in a non-equilibrium geometry.

```
! wB97M-V def2-TZVPD RIJCOSX def2/J DEFGRID3
* xyz 1 1
C -3.80581 -4.50935 5.75754
C -4.23614 -3.31382 4.91902
N -3.19813 -3.02858 3.92984
C -3.31467 -1.81668 3.23328
C -4.54700 -1.15767 3.06591
C -4.58174 0.05772 2.39873
C -3.41086 0.79894 2.17316
C -3.51887 2.30108 1.83238
C -2.16270 2.98396 1.65557
C -1.23309 2.96756 2.70365
C -0.03316 3.67245 2.59330
C 0.26568 4.36390 1.40175
N 1.41543 5.15561 1.27152
C 2.02292 5.68151 2.48780
C 2.95999 6.81952 2.10350
O 3.93372 6.37489 1.15620
C 3.34699 5.92662 -0.06729
C 2.28620 4.85131 0.14297
C -0.64057 4.30020 0.31486
C -1.87373 3.67880 0.47701
C -2.20126 0.08395 2.18509
C -2.16055 -1.22078 2.67451
C -2.69569 -4.15106 3.14738
C -2.47036 -5.39382 4.00685
O -3.54037 -5.64075 4.91924
H -2.91581 -4.23696 6.36116
H -4.62968 -4.84072 6.40776
H -5.19926 -3.54530 4.42937
H -4.35584 -2.43951 5.57051
H -5.47880 -1.58804 3.43986
H -5.55355 0.47033 2.11073
H -4.05435 2.35538 0.86939
H -1.46598 2.42483 3.62416
H 0.68363 3.65502 3.41915
H 1.22928 6.07408 3.13881
H 2.58619 4.89589 3.03033
H 2.35981 7.66152 1.70457
H 3.55188 7.13903 2.97234
H 2.89438 6.77585 -0.61684
H 4.18769 5.50517 -0.63488
H 2.81001 3.88330 0.29943
H 1.67197 4.77302 -0.76215
H -0.39744 4.80865 -0.61706
H -2.62225 3.72709 -0.32035
H -1.28067 0.55058 1.83883
H -1.22070 -1.76295 2.71683
H -3.41841 -4.42241 2.34646
H -1.74973 -3.85896 2.67970
H -2.44926 -6.28679 3.36666
H -1.51012 -5.28434 4.54929
C -5.87422 5.66169 2.93073
S -4.46099 4.92968 2.06646
C -3.16241 5.74209 3.05595
C -4.32400 3.11383 2.80666
C -5.72699 2.63319 3.13604
C -5.92285 1.96439 4.36199
C -7.12296 1.33079 4.64330
C -8.14726 1.38259 3.67590
N -9.13746 0.36233 3.68215
O -9.99407 0.35750 2.77034
O -9.08469 -0.50906 4.57882
C -8.02226 2.15943 2.50848
C -6.79098 2.73579 2.21792
H -6.78432 5.11132 2.69016
H -5.68578 5.67384 4.00578
H -5.94536 6.67997 2.53861
H -2.24217 5.15637 3.04000
H -2.99224 6.70231 2.55933
H -3.52109 5.89278 4.07814
H -3.76774 3.32781 3.73488
H -5.08962 1.89091 5.06611
H -7.25195 0.73383 5.54207
H -8.86185 2.22205 1.81907
H -6.66969 3.26257 1.26397
*
```

Output
LUMO (Ha): -0.1391
Kohn-Sham gap (eV): 6.3
Calculated total energy (eV): -55178.761

***

Entry 6:
ORCA calculation (wB97M-V/def2-TZVPD) on C30H36N4O8PSW as an isolated structure.

```
! wB97M-V def2-TZVPD RIJCOSX def2/J DEFGRID3
* xyz 1 1
W 0.01460 -1.09049 -0.83787
O -2.19383 -2.27338 1.16386
S -0.97143 -2.26138 1.92253
O -0.66335 -3.36100 2.78417
O 0.22717 -2.04178 0.98877
C -1.02805 -0.76953 2.88054
C -0.98116 -0.87951 4.25776
C -1.17231 0.24866 5.04742
C -1.42797 1.46907 4.44628
C -1.45424 1.57468 3.06233
C -1.24277 0.46226 2.24985
P -1.22206 0.67271 0.42448
C -2.96259 0.65526 -0.08728
C -3.24623 0.79317 -1.44557
C -4.55897 0.79007 -1.88441
C -5.59457 0.62531 -0.97388
C -5.31345 0.46677 0.37453
C -4.00078 0.48447 0.82107
C -0.71160 2.42238 0.30147
C 0.46595 2.82258 0.93490
C 0.90204 4.13166 0.84890
C 0.17368 5.05949 0.11600
C -0.99400 4.67078 -0.51981
C -1.43934 3.35869 -0.42457
H -0.82667 -1.85464 4.69684
H -1.14334 0.16603 6.12439
H -1.60846 2.34720 5.05040
H -1.64217 2.54043 2.61441
H -2.43484 0.89726 -2.15994
H -4.77472 0.90806 -2.93784
H -6.61960 0.61396 -1.31711
H -6.11684 0.32514 1.08362
H -3.79181 0.34713 1.87265
H 1.04634 2.10463 1.50143
H 1.81413 4.42811 1.34834
H 0.51298 6.08368 0.04861
H -1.57321 5.39084 -1.08100
H -2.36623 3.07946 -0.90643
C -0.16541 -2.35498 -4.49099
N -0.12791 -0.94731 -4.83919
C -0.02786 0.08679 -3.99400
N 0.10474 1.31319 -4.56069
O -0.13712 0.03296 -2.74502
H 0.79224 -2.82800 -4.70320
H -0.94937 -2.84334 -5.06811
H -0.38387 -2.46333 -3.43578
H -0.02634 -0.73574 -5.81894
H 0.41578 1.41390 -5.51086
H 0.32030 2.06510 -3.92830
C -2.75035 -2.39812 -1.84944
O -1.49690 -1.89703 -1.48060
H -2.65614 -3.46935 -2.04632
H -3.09993 -1.88080 -2.74806
H -3.44421 -2.23270 -1.02267
O 3.20860 -3.34545 -2.09059
N 2.30051 -2.56501 -2.26865
O 2.27046 -1.68546 -3.11192
O 1.29529 -2.67418 -1.39828
C 3.43850 -3.21231 2.79107
N 3.41323 -1.82566 2.25526
C 2.41586 -1.00026 2.97961
C 3.16634 -1.85798 0.76093
C 3.07988 -0.47808 0.15677
C 4.25489 0.27520 0.18095
C 4.32167 1.52187 -0.41131
C 3.19962 2.00917 -1.06399
C 2.03343 1.26343 -1.08716
C 1.90424 0.00228 -0.47337
H 3.69608 -3.18510 3.84713
H 4.17103 -3.79241 2.23530
H 2.44550 -3.63878 2.65568
H 4.33151 -1.40171 2.40229
H 1.43539 -1.42671 2.79484
H 2.45840 0.01693 2.59774
H 2.64962 -1.02361 4.04207
H 2.25898 -2.44027 0.62902
H 3.99921 -2.42230 0.33587
H 5.15632 -0.13587 0.62926
H 5.24048 2.08994 -0.38763
H 3.23187 2.97497 -1.55027
H 1.17513 1.68789 -1.59827
*
```

Output
LUMO (alpha / beta) (Ha): -0.1045 / -0.1062
Kohn-Sham gap (alpha / beta) (eV): 7.1 / 7.1
Calculated total energy (eV): -75977.057